Record 1
C5H12O | ωB97M-V with the def2-TZVPD basis set

Last column: Mulliken spin population.
Element x y z (Å)
1 C 2.04343 0.65369 -1.01751  0.0158
2 C 1.83875 -0.42698 -0.01287  0.2013
3 C 1.35556 -0.23620 1.17251  0.1885
4 H 3.02100 0.67973 -1.31925  0.0229
5 H 1.87974 1.69049 -0.71320  -0.0011
6 H 1.54700 0.41640 -1.95431  0.0139
7 H 1.91346 -1.46361 -0.16555  0.0041
8 H 1.05648 -1.08051 1.79655  0.0034
9 H 1.31485 0.76867 1.59161  0.0105
10 C -2.11898 0.12040 0.14451  0.0200
11 O -1.07720 0.75735 0.83432  0.4589
12 C -1.68174 -0.85632 -0.95797  0.0513
13 H -2.78197 0.81813 -0.25952  0.0001
14 H -2.68128 -0.33920 0.94005  0.0410
15 H -0.42926 0.06162 1.12503  -0.0315
16 H -0.99017 -0.43381 -1.62601  0.0034
17 H -2.56135 -0.97183 -1.55842  -0.0038
18 H -1.29303 -1.73235 -0.50356  0.0013

HOMO (spin up / spin down): -15.88 / -14.70 eV
<S²>: 0.76
spin multiplicity: 2
frontier orbital gap (spin up / spin down): 12.2 / 5.3 eV
charge: +1

***

Record 2
C31H42GeN6O2Sr | ωB97M-V with the def2-TZVPD basis set

Last column: Löwdin charge in e.
Element x y z (Å)
1 Sr 1.29498 0.92225 -0.62560  1.3022
2 N 0.12427 -2.28024 -0.53400  0.0796
3 C 1.51120 -2.56470 -0.18875  -0.3392
4 C 2.00083 -3.99961 -0.43712  -0.1356
5 C 3.51391 -4.21028 -0.37728  -0.1733
6 C 4.12908 -4.19713 1.02272  -0.1488
7 N 4.11702 -2.91214 1.72539  0.1043
8 C 4.87964 -1.88040 1.39912  -0.4607
9 N 5.88252 -2.02690 0.52449  0.2210
10 N 4.78225 -0.72991 2.08706  0.2057
11 C 2.35764 -1.54597 -0.97222  -0.7623
12 O 1.96832 -1.23909 -2.10758  -0.0419
13 O 3.26889 -0.93766 -0.32485  -0.1373
14 H -0.50754 -2.97370 -0.15241  0.0858
15 H 0.03337 -2.24633 -1.54502  0.0758
16 H 1.62622 -2.31867 0.86929  0.0953
17 H 1.65298 -4.28946 -1.43200  0.1253
18 H 1.51291 -4.67823 0.27217  0.1186
19 H 4.00851 -3.48574 -1.03103  0.1080
20 H 3.74250 -5.19621 -0.78987  0.1208
21 H 5.16258 -4.54980 0.99576  0.1222
22 H 3.59076 -4.89396 1.66496  0.1303
23 H 3.31101 -2.70179 2.29263  0.1327
24 H 5.82050 -2.78759 -0.13066  0.1072
25 H 6.28037 -1.18611 0.13913  0.1316
26 H 3.89695 -0.54965 2.53634  0.0865
27 H 5.17161 0.08768 1.64537  0.1250
28 C -0.89267 0.30033 2.36026  -0.1499
29 C -1.37922 0.46275 3.82362  -0.1354
30 N -0.24183 0.40798 4.75452  -0.1608
31 C 0.69713 1.48316 4.43540  -0.1480
32 C 1.17185 1.35130 2.96321  -0.1621
33 N 0.57674 0.15522 2.35192  -0.1775
34 C 0.94453 -1.01864 3.13865  -0.1740
35 C 0.43713 -0.87138 4.59953  -0.1567
36 H -1.13973 1.15998 1.73805  0.0656
37 H -1.32497 -0.57422 1.86891  0.1183
38 H -2.08408 -0.32285 4.10149  0.1152
39 H -1.88308 1.41977 3.96529  0.1200
40 H 1.53212 1.43145 5.13817  0.1122
41 H 0.19157 2.43637 4.59401  0.1193
42 H 2.26556 1.28091 2.89021  0.1011
43 H 0.85921 2.21203 2.36631  0.1006
44 H 2.03916 -1.12243 3.11811  0.0781
45 H 0.51386 -1.90127 2.65905  0.1090
46 H 1.26016 -0.91903 5.31682  0.1125
47 H -0.26707 -1.66732 4.84872  0.1160
48 C -0.35027 2.64018 -0.37336  -0.5962
49 Ge -1.69165 1.96907 -1.49829  0.6936
50 C -2.97334 3.34184 -2.18659  -0.2743
51 C -2.79928 4.65811 -1.77034  -0.1222
52 C -3.65318 5.66704 -2.20306  -0.1071
53 C -4.69446 5.37046 -3.07144  -0.1183
54 C -4.87975 4.06180 -3.50134  -0.1118
55 C -4.02522 3.06105 -3.05809  -0.1170
56 C -0.73616 1.27909 -3.11866  -0.2992
57 C -0.83335 0.03615 -3.74910  -0.1174
58 C -0.02737 -0.30140 -4.83011  -0.1007
59 C 0.91263 0.59840 -5.30741  -0.1032
60 C 1.03360 1.84159 -4.70144  -0.0954
61 C 0.21977 2.17535 -3.62508  -0.1473
62 C -2.98817 0.66332 -0.70143  -0.2599
63 C -3.18869 -0.68088 -1.01674  -0.1215
64 C -4.06029 -1.48468 -0.28689  -0.1142
65 C -4.75778 -0.95936 0.79025  -0.1176
66 C -4.58000 0.37862 1.12325  -0.1044
67 C -3.71134 1.16950 0.38535  -0.1318
68 H -0.81459 2.73178 0.62744  -0.1603
69 H -1.97067 4.87462 -1.10033  0.0765
70 H -3.50555 6.68686 -1.86555  0.0914
71 H -5.35978 6.15430 -3.41371  0.0904
72 H -5.69097 3.82471 -4.18024  0.0913
73 H -4.18806 2.04066 -3.39497  0.0951
74 H -1.56064 -0.68953 -3.40810  0.0722
75 H -0.13203 -1.27323 -5.29792  0.0986
76 H 1.54361 0.33555 -6.14747  0.0961
77 H 1.75504 2.55918 -5.07507  0.0980
78 H 0.31319 3.15140 -3.15966  0.0890
79 H -2.65747 -1.13262 -1.84505  0.0636
80 H -4.20044 -2.52279 -0.56833  0.0913
81 H -5.44129 -1.57989 1.35702  0.0913
82 H -5.12724 0.80701 1.95539  0.0961
83 H -3.58845 2.21396 0.65876  0.1031

HOMO: -4.30 eV
frontier orbital gap: 3.7 eV